(1)
Entry from OMol25: C41H33AuF9N5PS2 as an isolated structure (ωB97M-V with the def2-TZVPD basis set).

The value obtained for the energy above the lowest of the compared OMol25 structures with the same formula, charge and spin is 0.9968 eV. For the frontier orbital gap, the calculation gives 6.284 eV. The HOMO energy is -16.3008 eV.

The geometry in ORCA input format:
```
! wB97M-V def2-TZVPD RIJCOSX def2/J DEFGRID3
* xyz 3 1
C -3.364 -2.166 -1.085
C 1.731 -1.234 2.258
H 4.377 4.180 -1.549
H 2.944 0.020 5.158
S 2.729 1.933 -0.936
F -2.529 0.003 6.995
H 2.812 2.644 -5.785
S 0.129 -1.375 -2.297
C 6.397 3.510 -1.271
C 2.081 1.169 3.564
H -0.269 4.656 -3.589
C -3.256 -4.556 -0.909
H 1.187 -4.348 -0.390
C -2.636 0.842 -0.556
N 1.067 -3.365 -0.611
H 1.238 -4.658 1.707
C 0.581 3.986 -3.608
F -4.458 4.154 -3.743
C 5.303 1.016 -0.658
Au 0.538 -0.225 -0.286
C 1.570 -2.539 1.527
C 2.312 -1.207 3.510
H 2.204 2.134 4.036
H 1.132 -3.766 3.223
H -2.403 -2.107 2.711
H -4.254 0.794 0.881
H 0.614 3.707 -1.473
C 1.204 3.685 -4.811
C -1.853 -3.204 0.488
H 0.828 4.111 -5.731
N 1.308 -0.074 1.682
H 6.825 4.475 -1.506
H 4.866 0.057 -0.417
C -2.163 1.414 -1.737
C 7.223 2.436 -0.953
C -3.880 1.225 -0.040
C -5.018 3.758 -2.597
H 0.514 -4.917 -2.522
P -1.729 -0.434 0.321
F -6.226 3.263 -2.866
F -2.243 2.092 6.505
F -5.171 4.830 -1.814
F -2.625 -6.413 -2.163
H 7.327 0.367 -0.400
C -1.914 -0.101 2.077
C 1.488 1.088 2.314
C -1.839 0.853 6.243
C -2.193 -0.779 4.366
H 1.137 1.974 1.805
C -4.643 2.160 -0.715
C 0.516 -3.002 -1.792
C 4.501 2.094 -0.995
H -1.575 2.008 1.758
H -1.914 -5.347 0.569
H -4.559 -3.517 -2.253
H -0.195 -3.727 -3.543
H 3.721 1.710 -3.684
C 5.022 3.348 -1.293
C -1.952 0.527 4.770
C -4.165 2.720 -1.893
C 1.074 3.457 -2.423
N 2.450 0.321 -0.969
C -3.801 -3.424 -1.488
F -4.737 -5.928 -2.129
N 1.362 -2.395 0.281
H -1.101 -3.125 1.265
C -2.378 -2.053 -0.110
C 2.830 2.327 -3.669
H 2.705 -4.074 2.488
H -2.403 -1.544 5.102
C 6.680 1.197 -0.647
N 0.256 -3.950 -2.667
F -3.791 -6.782 -0.378
C -2.932 2.353 -2.406
C -2.297 -4.451 0.096
C -1.751 1.535 3.835
H -3.783 -1.284 -1.550
F -0.539 0.761 6.601
H 2.696 -0.078 -1.872
H -5.609 2.458 -0.326
C -3.633 -5.937 -1.396
C 2.489 0.002 4.176
H 8.296 2.570 -0.943
C 2.191 2.631 -2.470
C 1.662 -3.829 2.273
C -1.723 1.220 2.490
H -2.576 2.795 -3.326
C 2.324 2.858 -4.843
H -1.200 1.149 -2.145
C -2.179 -1.095 3.016
H 2.643 -2.127 3.971
H -1.625 2.559 4.162
*
```

(2)
Entry from OMol25: C74H164N9O6 as an isolated structure at a distorted geometry (ωB97M-V with the def2-TZVPD basis set).

The value obtained for the energy above the lowest of the compared OMol25 structures with the same formula, charge and spin is 6.1564 eV. For the frontier orbital gap, the calculation gives 6.802 eV. The HOMO energy is -18.9668 eV.

The geometry in ORCA input format:
```
! wB97M-V def2-TZVPD RIJCOSX def2/J DEFGRID3
* xyz 7 1
H 3.129 -8.399 0.292
C 3.900 0.910 7.922
H 2.105 3.209 2.166
C -1.781 -6.472 4.333
H 4.913 -2.434 7.261
H 2.878 -6.363 2.219
O -2.506 3.056 4.025
N -0.966 -0.077 -0.519
H 6.106 -1.453 7.823
H 0.038 -0.094 1.180
H 3.699 0.969 8.990
H -1.866 6.305 -6.200
H -2.386 2.692 0.822
C -1.116 -6.042 3.039
H 0.502 -4.997 3.781
C 7.598 -1.919 3.099
H -0.477 -6.844 2.670
H -0.484 -1.027 -8.610
H 4.432 1.852 7.751
H -2.260 -3.720 3.451
H -0.423 3.992 5.101
C 4.589 -6.253 0.907
H -4.292 -4.239 4.848
C -1.203 -1.930 -6.733
H 5.508 -5.678 0.796
C -1.949 0.754 1.556
H -1.251 6.647 -3.263
H -3.592 7.431 -3.017
H 2.914 2.979 6.404
C -0.889 -4.785 -7.172
H 6.100 -3.140 5.298
H 6.274 -6.924 2.390
H 0.123 0.621 5.868
H -0.488 -5.734 -7.528
C 0.657 3.841 5.156
C 5.763 -8.229 -0.201
H 2.929 2.145 4.221
H -2.354 -0.501 -2.059
C -1.965 -3.446 8.409
C -1.548 -4.088 4.191
H -1.022 -6.798 5.045
C -1.864 -5.076 6.496
H -0.938 1.995 5.112
H 1.502 5.065 -7.187
H 3.265 -0.664 3.134
H 5.478 -2.477 2.354
H -3.856 8.133 0.457
H 6.381 -3.309 7.617
H -2.028 -2.492 -6.298
C 3.675 -5.651 2.010
C -7.874 0.644 -1.077
H -9.104 4.593 -2.700
H -5.908 6.822 -1.717
H -7.296 8.523 -2.900
H 7.573 -2.702 5.837
C -0.161 1.671 5.800
H 6.466 -7.402 -0.344
H 3.279 4.897 -5.743
H 3.665 3.407 -4.726
H -1.504 -4.289 -7.914
C 4.189 -0.799 2.570
H -0.304 6.726 -6.737
C 1.457 2.949 2.994
C 1.155 4.256 3.785
H 1.724 -1.898 -2.920
H 5.279 -8.222 3.098
H -8.150 0.025 -0.225
H -8.477 0.301 -1.915
H 0.267 4.751 3.394
H -10.199 1.432 -1.278
C 2.682 2.759 -7.361
H 4.776 1.191 3.475
C -0.450 -4.733 3.316
H 0.645 -2.977 -8.896
H 1.576 -1.022 -4.475
H 0.190 -2.915 -5.271
H 0.644 3.699 -7.719
N -2.284 -5.153 4.989
C 1.561 -0.923 -3.390
C 2.034 1.456 -7.791
H -0.314 1.921 -1.117
C 6.446 -0.946 5.111
H -2.130 -0.697 -8.248
C -5.554 3.248 1.914
H -1.215 6.684 -0.315
C 1.073 -3.800 -8.333
H -0.069 5.004 -5.037
C 4.948 0.585 2.585
H -5.574 3.078 -0.212
C 1.864 1.930 4.143
H -0.807 -4.810 6.479
C -0.318 4.721 -6.067
H -3.198 4.915 -0.483
C -1.330 6.032 -2.361
H 2.052 0.108 7.027
C 2.216 3.337 -1.391
H -5.875 9.233 -3.490
C 6.007 -2.364 7.234
H -0.290 5.705 -2.347
H 7.698 -2.055 2.021
C 1.424 -4.780 -6.218
C -5.474 7.810 -1.895
H 1.854 1.446 -4.952
H -10.976 3.497 -1.835
H 4.869 1.215 1.701
H -0.350 1.983 6.825
H -6.823 0.613 -1.356
H 2.805 0.694 -7.887
C 3.743 -8.654 1.155
H -8.425 4.969 -1.088
H 1.018 4.440 5.991
H -1.399 5.783 -7.727
C 6.512 -9.376 0.334
H 2.722 -2.445 -7.943
H -0.628 -0.894 -3.178
H -2.906 5.126 -3.434
H -10.653 4.216 -0.320
N 1.142 2.414 5.412
C -7.932 3.033 -1.829
H 8.570 -1.665 3.516
H -1.845 -5.804 2.256
H 4.207 -5.491 2.950
H -4.162 -5.874 5.598
C -3.794 -5.206 4.825
C 5.107 -1.865 3.172
C 0.139 -2.652 -6.327
H -0.078 1.616 -7.258
H 1.118 -4.906 -5.179
H 3.713 -3.464 1.464
H -2.583 -7.195 4.232
H -7.994 1.849 1.313
C -2.231 4.254 3.796
H -2.976 0.521 1.273
H -5.783 4.315 1.963
H -5.666 1.527 0.673
H 0.569 -1.519 -0.849
C 2.569 -3.525 -7.985
H -1.910 -1.919 -1.065
C -3.482 5.394 -1.425
C 2.754 -4.145 -6.597
H 5.890 -10.272 0.380
H -1.728 0.926 2.607
H 0.421 2.742 2.717
H -3.036 -0.558 -0.481
H 7.364 -9.609 -0.302
N 6.419 -1.098 3.553
H 0.321 2.373 -5.006
H 2.508 -0.398 -3.248
C -1.720 6.991 -1.226
H -0.970 3.879 -5.802
C 2.916 4.016 -5.216
C -1.576 1.970 0.688
H -10.056 1.926 0.380
H -0.803 2.587 1.149
C -0.999 5.883 -6.716
H 4.090 -6.131 -0.058
H -4.539 5.227 -1.618
C -6.041 2.554 0.623
C -7.553 2.536 0.596
H 7.402 -2.959 3.369
H -1.987 -6.097 6.855
N -3.251 6.859 -1.096
H 7.384 -0.417 5.279
H -1.609 8.027 -1.534
H 0.195 0.677 -2.942
H 0.793 0.247 -6.574
H 2.301 -4.118 2.401
H 3.908 -0.797 1.516
H 3.200 -3.418 -5.920
H -0.335 -4.208 2.369
C 6.911 -8.991 1.760
H 7.949 -8.665 1.791
C -1.023 -0.289 0.997
H -7.884 3.574 0.601
C 2.051 2.335 6.600
C 0.869 1.310 -6.817
H 2.345 3.655 -0.005
H -4.479 3.075 1.953
O 1.398 3.604 -0.335
H 0.930 -1.944 -6.568
H -3.656 8.827 -1.990
N 1.934 3.313 -6.114
H 2.937 3.516 -8.099
H 3.205 -3.829 -8.813
H -6.902 3.380 -1.841
H -0.970 -3.153 8.058
H 6.786 1.005 3.429
H -2.109 3.957 -2.368
N 4.964 -7.725 0.998
O -1.834 5.065 4.690
H -6.224 7.572 -3.951
H 1.999 4.941 3.851
C -2.162 -0.863 -1.050
H -3.965 -5.602 3.825
H 5.600 -0.273 5.243
H -1.766 -4.088 9.266
H -1.724 -2.297 -8.796
H -1.154 -1.002 -6.152
C 0.921 4.223 -6.805
H 3.661 2.606 -6.897
C 0.313 -0.506 -1.175
C 1.218 2.092 -5.551
C 6.565 -2.285 5.804
C 6.425 0.184 2.810
H 2.222 4.453 -4.497
H -2.311 5.697 3.156
N 0.382 -4.005 -6.980
O 1.895 2.977 -2.557
H -1.292 -1.318 1.232
H 1.305 -5.796 -6.600
H -2.986 6.647 1.039
H -5.960 2.911 2.869
H 1.149 0.065 -0.768
H 1.645 1.567 -8.804
N -8.216 2.065 -0.717
C -1.195 1.459 -0.670
H 6.987 0.220 1.880
H -8.183 2.530 -2.763
H 3.516 -4.921 -6.693
H -4.661 6.532 0.335
C -10.190 3.601 -1.088
C -6.258 8.278 -3.121
C -3.966 7.783 -2.051
H 5.120 -8.386 -1.064
H 1.664 0.874 3.981
H -1.399 -5.017 -6.239
C -1.373 -1.478 -8.167
C 5.899 -7.935 2.252
C 0.234 -0.396 -2.741
C -2.742 -4.081 7.217
H -2.471 -2.547 8.753
H 4.600 0.106 7.713
C 2.721 0.969 6.926
H -5.691 8.529 -1.105
H 3.128 0.657 5.952
H 1.100 -4.750 -8.863
H -1.136 -3.312 4.831
C -2.463 4.982 -2.446
H -2.012 1.568 -1.385
H 2.448 -4.534 0.729
H 1.613 2.846 7.457
H 6.876 -9.923 2.321
H -3.581 -4.628 7.642
C -3.712 7.061 0.348
H 3.910 -9.712 1.316
C -9.746 2.182 -0.633
C -8.923 4.215 -1.696
H 3.311 -8.140 2.010
H 4.647 -2.321 4.041
C 3.039 -4.300 1.620
O 3.445 3.390 -1.071
H -2.971 -3.173 6.660
O -2.256 4.875 2.562
*
```

(3)
Entry from OMol25: a 6-piece molecular cluster, CH14O5S2 overall at a distorted geometry (ωB97M-V with the def2-TZVPD basis set).

The value obtained for the energy above the lowest of the compared OMol25 structures with the same formula, charge and spin is 2.4755 eV. For the frontier orbital gap, the calculation gives 9.212 eV. The HOMO energy is -9.0416 eV.

The geometry in ORCA input format:
```
! wB97M-V def2-TZVPD RIJCOSX def2/J DEFGRID3
* xyz 0 1
H 7.103 0.097 2.013
H -4.436 3.796 -1.965
C -4.078 4.012 -2.970
O 1.379 -4.670 2.931
O -1.569 0.085 -0.719
H -2.048 0.725 -0.304
H 0.288 -2.376 2.075
H 2.334 -2.862 0.466
O 1.950 -3.236 -0.303
S -2.646 5.067 -2.956
H -1.086 4.067 -1.124
O 6.266 0.515 1.674
S -1.952 5.007 -1.055
H -1.274 -2.831 1.798
H -0.787 -0.268 -0.112
H 6.089 0.949 0.872
H 0.528 -4.531 2.510
H -3.667 2.999 -3.351
H 1.061 -2.845 -0.165
H 1.761 -5.557 2.734
H -4.875 4.477 -3.533
O -0.342 -2.620 1.484
*
```

(4)
Entry from OMol25: a 2-piece molecular cluster, C3H8N2OS overall at a distorted geometry (ωB97M-V with the def2-TZVPD basis set).

The value obtained for the energy above the lowest of the compared OMol25 structures with the same formula, charge and spin is 2.9301 eV. For the frontier orbital gap, the calculation gives 9.250 eV. The HOMO energy is -8.8468 eV.

The geometry in ORCA input format:
```
! wB97M-V def2-TZVPD RIJCOSX def2/J DEFGRID3
* xyz 0 1
C -0.015 0.715 0.265
H 1.145 0.587 0.259
H 1.114 -2.209 0.400
H 1.958 -3.718 -0.338
S 0.007 -2.743 -1.543
O 0.693 -2.877 -3.103
C 1.453 -2.691 -0.516
H -0.730 0.524 2.241
N -0.233 3.266 0.617
H -1.139 -0.692 1.346
H 2.267 -2.021 -0.873
H 0.080 -3.494 -3.518
C -0.065 2.180 0.359
H -0.391 0.337 -0.740
N -0.398 -0.022 1.412
*
```

(5)
Entry from OMol25: a 3-piece molecular cluster, C10H18INO5S overall at a distorted geometry (ωB97M-V with the def2-TZVPD basis set).

For the frontier orbital gap, the calculation gives 8.628 eV. The HOMO energy is -9.8368 eV.

The geometry in ORCA input format:
```
! wB97M-V def2-TZVPD RIJCOSX def2/J DEFGRID3
* xyz 0 1
O -0.471 -0.387 0.054
H -0.446 1.890 5.055
H 3.072 -1.555 -2.693
H -2.348 3.581 4.519
H 3.767 -3.094 -3.182
H 5.174 -2.055 -5.796
C -0.460 0.705 1.084
C 3.245 -1.792 -4.836
H -3.221 1.099 6.100
H 1.969 -3.275 -4.792
C 3.744 -2.025 -3.419
O -2.776 0.970 4.113
C -2.955 3.068 5.273
H -2.215 2.080 -1.475
H 4.193 -3.536 -5.709
H -0.853 0.374 5.848
H -2.202 1.409 3.462
O -0.004 0.693 2.341
C 4.156 -2.451 -5.860
H 3.778 -2.286 -6.874
H -4.000 3.172 4.961
O -1.023 1.959 0.482
N -0.982 0.083 -2.227
H -2.824 3.578 6.233
H -0.932 1.896 6.766
S -0.753 -2.824 -3.189
C -1.612 0.038 -0.818
H -3.192 1.462 0.117
C -0.627 -1.249 -2.474
H 4.749 -1.615 -3.282
O 1.928 -2.320 -4.966
H 3.187 -0.716 -5.034
I -3.239 -1.460 -0.516
C -1.118 1.435 5.791
C -2.571 1.600 5.375
C -2.140 1.549 -0.433
*
```

(6)
Entry from OMol25: C26H32IrN6O3S2 as an isolated structure at a distorted geometry (ωB97M-V with the def2-TZVPD basis set).

The value obtained for the energy above the lowest of the compared OMol25 structures with the same formula, charge and spin is 1.0162 eV. For the frontier orbital gap (spin up / spin down), the calculation gives 5.751 / 5.407 eV. The HOMO energy (spin up / spin down) is -13.6693 / -13.3246 eV.

The geometry in ORCA input format:
```
! wB97M-V def2-TZVPD RIJCOSX def2/J DEFGRID3
* xyz 2 2
H -2.111 -4.136 -1.648
N 0.783 -0.849 2.241
C -1.613 3.526 1.667
C -0.509 5.207 0.169
H -3.069 2.803 -3.799
H -4.390 -0.718 -1.644
O -0.278 -2.651 -0.165
C -1.694 -3.325 -2.241
N 0.336 1.788 -0.933
H 3.788 -1.650 0.892
H -2.336 2.378 -1.538
S -1.210 7.247 1.126
H 1.825 0.936 2.711
H 0.255 -2.310 3.688
H 1.646 -0.216 4.058
C 2.418 -1.716 -1.142
C 0.038 4.160 -0.673
C -4.443 -0.108 -2.537
Ir 0.235 0.010 0.278
C -1.309 4.896 1.305
H -2.443 -2.930 -2.925
C -0.956 2.529 0.952
S -1.201 -2.039 -1.135
H 1.339 3.374 -3.694
C 0.948 3.261 -2.692
C -3.658 1.095 -2.585
H 1.938 -1.441 -2.077
H 1.525 -2.586 1.398
H 3.314 -0.119 1.606
C -0.116 2.851 -0.218
H -2.917 0.862 -0.607
N -1.766 5.970 1.925
N 2.314 -0.580 -0.190
H 3.471 -1.952 -1.315
C 0.776 1.981 -2.169
H -0.998 -1.122 3.358
C -2.169 0.869 2.022
H 3.058 1.403 -0.104
C -2.933 1.472 -1.501
C -0.224 -1.727 2.895
H 0.258 0.737 3.509
C -3.666 1.899 -3.774
N -1.190 1.208 1.188
O -0.481 -1.041 -1.948
H 2.927 0.723 -1.747
H -5.802 -1.361 -3.604
H -4.451 2.119 -5.744
H -3.078 3.912 3.198
C -4.425 1.526 -4.841
H 1.897 -2.580 -0.745
C -5.189 0.348 -4.759
H 2.366 -2.095 2.877
C 1.925 -1.732 1.943
C -5.200 -0.463 -3.618
C 1.156 0.216 3.182
H -0.650 -2.395 2.153
O -2.421 -1.497 -0.532
H -0.821 -3.668 -2.791
C -2.861 1.815 2.771
N -0.386 6.506 -0.037
H 4.215 0.186 -0.682
H -3.630 1.484 3.456
H 0.766 5.367 -2.301
H -5.787 0.057 -5.615
H 0.993 1.086 -2.736
C 3.170 0.506 -0.712
C -2.562 3.152 2.627
C 0.626 4.361 -1.928
C 2.931 -1.005 1.100
H -2.388 -0.187 2.088
*
```